{
  "formula": "C24H35NO6",
  "method": "ωB97M-V/def2-TZVPD",
  "elements": ["C", "O", "C", "C", "C", "O", "C", "C", "O", "N", "C", "C", "C", "C", "C", "C", "C", "O", "O", "C", "C", "C", "C", "C", "C", "O", "C", "C", "C", "C", "C", "H", "H", "H", "H", "H", "H", "H", "H", "H", "H", "H", "H", "H", "H", "H", "H", "H", "H", "H", "H", "H", "H", "H", "H", "H", "H", "H", "H", "H", "H", "H", "H", "H", "H", "H"],
  "coordinates": [[2.6986, 2.4361, -1.9913], [1.5747, 1.5943, -2.1056], [0.4400, 1.9184, -1.4404], [0.3128, 3.0574, -0.6559], [-0.8848, 3.3087, 0.0014], [-1.0733, 4.3493, 0.8707], [0.0564, 5.1069, 1.2456], [1.1776, 4.2477, 1.8515], [2.3510, 4.5204, 1.7081], [0.7171, 3.1904, 2.5390], [1.5592, 2.1276, 3.0509], [1.3674, 1.9919, 4.5589], [1.2347, 0.8223, 2.3252], [-1.9715, 2.4646, -0.1885], [-1.8715, 1.3380, -0.9918], [-0.6470, 1.0405, -1.5895], [-0.4318, -0.2253, -2.3513], [-1.1176, -0.6290, -3.2562], [0.6130, -0.8767, -1.8404], [0.9374, -2.1724, -2.3677], [1.6607, -2.0321, -3.7018], [1.8183, -2.8632, -1.3229], [1.2273, -2.8886, 0.0925], [0.4328, -4.1562, 0.4446], [-0.7866, -4.3956, -0.4229], [-0.6957, -4.6851, -1.5899], [-2.1284, -4.3170, 0.2746], [-2.4775, -2.9082, 0.7679], [-2.4685, -1.8932, -0.3740], [-3.1826, -0.5936, -0.0142], [-3.0807, 0.4562, -1.1367], [3.4825, 1.9547, -2.5735], [2.5006, 3.4291, -2.4069], [3.0290, 2.5363, -0.9527], [1.1467, 3.7279, -0.5477], [-0.3039, 5.8117, 2.0007], [0.4636, 5.6803, 0.4044], [-0.2811, 3.0451, 2.5852], [2.5883, 2.4320, 2.8345], [1.5946, 2.9325, 5.0538], [0.3398, 1.7157, 4.7874], [2.0283, 1.2246, 4.9521], [0.2069, 0.5246, 2.5264], [1.8978, 0.0312, 2.6640], [1.3523, 0.9392, 1.2503], [-2.8993, 2.7005, 0.3085], [0.0032, -2.7233, -2.5234], [1.0077, -1.5489, -4.4238], [2.5577, -1.4291, -3.5782], [1.9333, -3.0144, -4.0763], [2.7667, -2.3231, -1.2925], [2.0127, -3.8792, -1.6655], [2.0475, -2.8227, 0.8113], [0.6038, -2.0055, 0.2373], [0.1397, -4.1070, 1.4939], [1.0920, -5.0180, 0.3093], [-2.1115, -5.0052, 1.1236], [-2.8933, -4.6505, -0.4296], [-3.4738, -2.9435, 1.2155], [-1.7769, -2.5954, 1.5452], [-1.4380, -1.6749, -0.6464], [-2.9527, -2.3288, -1.2503], [-2.7641, -0.1818, 0.9078], [-4.2360, -0.8151, 0.1716], [-3.0603, -0.0481, -2.1015], [-3.9652, 1.0946, -1.1044]],
  "smiles": "COc1cc(OCC(=O)NC(C)C)cc2c1C(=O)O[C@@H](C)CCCC(=O)CCCCC2",
  "e_above_lowest_kj_mol": 9.2,
  "gap_ev": 9.05
}


{
  "formula": "C24H36As3Ca2F21O17",
  "method": "ωB97M-V/def2-TZVPD",
  "elements": ["Ca", "Ca", "As", "F", "F", "F", "F", "F", "F", "As", "F", "F", "F", "F", "F", "F", "As", "F", "F", "F", "F", "F", "F", "C", "O", "O", "C", "F", "F", "F", "C", "C", "H", "H", "H", "H", "H", "H", "C", "C", "C", "O", "C", "O", "O", "H", "H", "H", "H", "H", "H", "C", "C", "C", "O", "C", "O", "O", "H", "H", "H", "H", "H", "H", "C", "C", "C", "O", "C", "O", "O", "H", "H", "H", "H", "H", "H", "C", "C", "C", "O", "C", "O", "O", "H", "H", "H", "H", "H", "H", "C", "C", "C", "O", "C", "O", "O", "H", "H", "H", "H", "H", "H"],
  "coordinates": [[-1.9160, 0.7073, -3.7104], [0.5686, -2.8566, -2.2700], [-4.6508, 3.0984, -2.1184], [-6.0130, 4.2961, -1.5934], [-3.9059, 4.5166, -2.9601], [-3.2741, 2.1180, -2.6416], [-5.3454, 1.6906, -1.2907], [-5.6042, 2.8014, -3.5839], [-3.8155, 3.5333, -0.5839], [1.7989, 0.0153, -4.7049], [1.4486, -1.3650, -3.5747], [0.1015, 0.4582, -4.3722], [1.8609, 1.3917, -5.8687], [3.3568, -0.8615, -4.8969], [1.1885, -1.0211, -6.1433], [2.4912, 0.9302, -3.3516], [-0.9338, 0.3869, -0.1495], [-1.3087, -0.2538, 1.4173], [-1.7142, 1.9036, 0.2484], [-0.7698, 0.9962, -1.8442], [-0.1839, -1.1198, -0.8127], [-2.5277, -0.1920, -0.7593], [0.6311, 1.0165, 0.3435], [-2.1634, -2.9986, -3.6724], [-1.4121, -4.0105, -3.0456], [-1.4371, -1.8889, -3.1986], [-2.5592, -3.2679, -5.2242], [-3.0132, -2.1624, -5.9923], [-1.5441, -3.7843, -5.8954], [-3.5297, -4.1392, -5.2935], [-1.8727, -5.3511, -3.2794], [-1.3919, -6.2716, -2.1659], [-1.4988, -7.3533, -2.2471], [-0.3058, -6.1904, -2.2108], [-1.5496, -6.1255, -1.0973], [-1.3849, -5.4842, -4.2450], [-2.9291, -5.6033, -3.1867], [-3.0251, -3.1590, -3.0244], [3.0676, 1.7901, 2.5568], [2.4171, 0.9956, 3.6261], [1.4345, -0.1286, 3.1081], [1.8729, -1.2033, 3.8637], [2.9263, -0.9492, 4.5726], [3.5500, -1.8613, 5.0553], [3.4086, 0.3197, 4.3006], [3.6912, 1.1041, 1.9837], [3.5285, 2.7604, 2.7416], [2.3301, 2.0635, 1.8022], [2.0623, 1.6674, 4.4076], [1.7046, -0.2156, 2.0557], [0.4934, 0.3904, 3.2902], [6.2931, -2.6315, -0.0177], [5.1999, -3.4975, 0.5924], [4.6257, -2.9408, 1.8893], [3.7228, -2.0053, 1.5150], [3.2903, -2.3127, 0.2393], [2.2813, -1.9928, -0.4274], [4.0887, -3.2420, -0.2464], [6.4139, -2.8590, -1.0768], [7.2959, -2.6361, 0.4094], [5.9081, -1.6295, 0.1713], [5.3751, -4.5716, 0.6549], [5.3482, -2.4731, 2.5582], [4.1768, -3.7714, 2.4340], [-0.9329, -6.3994, 3.2026], [-0.6745, -4.8814, 2.8992], [0.8591, -4.5686, 2.9953], [1.1520, -4.0950, 1.7203], [0.0275, -4.0853, 0.9847], [-0.0109, -3.5294, -0.1191], [-1.0343, -4.6642, 1.5557], [-0.0260, -6.9727, 3.0103], [-1.6767, -6.7942, 2.5105], [-1.2809, -6.4495, 4.2343], [-1.2679, -4.1123, 3.3937], [1.2745, -5.5421, 3.2559], [1.0453, -3.8445, 3.7885], [-3.5716, 5.7847, 2.7002], [-2.4301, 5.0554, 3.3571], [-2.2395, 3.6863, 2.8358], [-0.8609, 3.6332, 2.6204], [-0.3060, 4.8229, 2.7612], [0.9152, 5.1731, 2.5312], [-1.2727, 5.7174, 3.0463], [-3.2566, 6.1238, 1.7133], [-3.9696, 6.6415, 3.2439], [-4.4098, 5.1237, 2.4796], [-2.6088, 4.9656, 4.4286], [-2.8568, 3.4103, 1.9809], [-2.5073, 2.9009, 3.5426], [-2.1389, 6.5214, -0.9192], [-0.6037, 6.4294, -0.5506], [-0.1058, 4.9588, -0.7529], [0.9368, 5.0333, -1.7056], [1.2473, 6.3131, -2.0372], [2.2085, 6.6785, -2.6878], [0.3330, 7.0845, -1.5329], [-2.4786, 7.5417, -0.7410], [-2.6036, 5.7226, -0.3411], [-2.3747, 6.3344, -1.9668], [-0.3512, 6.8106, 0.4389], [-0.9070, 4.3008, -1.0894], [0.3847, 4.6004, 0.1522]],
  "gap_ev": 8.79
}


{
  "formula": "C24H36BrO10PS",
  "method": "ωB97M-V/def2-TZVPD",
  "elements": ["C", "O", "C", "C", "C", "P", "O", "C", "C", "C", "C", "O", "C", "C", "C", "C", "C", "C", "O", "S", "O", "O", "C", "C", "Br", "H", "H", "H", "H", "H", "H", "H", "H", "H", "H", "H", "H", "H", "H", "H", "H", "H", "H", "H", "H", "H", "H", "H", "H", "O", "C", "O", "C", "C", "C", "H", "H", "H", "H", "H", "H", "O", "C", "O", "C", "C", "C", "H", "H", "H", "H", "H", "H"],
  "coordinates": [[4.6834, -0.1411, -3.0416], [3.3466, -0.3455, -3.4497], [2.3943, -0.6781, -2.4518], [1.3710, 0.4611, -2.3267], [1.9997, 1.8101, -1.9176], [2.9904, 1.5876, -0.3648], [2.5989, 0.4307, 0.4686], [0.9730, 2.9373, -1.7810], [1.5890, 4.3324, -1.5214], [1.9615, 5.2225, -2.7105], [3.0662, 4.6689, -3.6137], [2.3941, 6.4783, -2.1612], [0.0147, 3.0739, -2.9641], [0.3783, 2.7375, -4.2679], [-0.5026, 2.9120, -5.3213], [-1.7642, 3.4309, -5.0891], [-2.1239, 3.7970, -3.7986], [-1.2410, 3.6247, -2.7470], [0.2258, 2.6810, -0.5542], [-0.5920, 1.3212, -0.3063], [-0.3154, 0.9556, 1.0405], [-1.9555, 1.5504, -0.6816], [0.0662, 0.0704, -1.5385], [-1.0533, -0.1616, -2.5683], [0.2170, -1.5764, -0.5177], [4.9228, -0.7144, -2.1421], [5.3294, -0.4785, -3.8532], [4.8939, 0.9224, -2.8770], [2.8425, -0.9586, -1.4979], [1.8514, -1.5488, -2.8298], [1.0309, 0.5827, -3.3521], [2.7258, 2.0962, -2.6864], [4.3189, 1.5308, -0.8175], [2.9448, 2.8102, 0.3188], [2.4792, 4.2695, -0.8918], [0.8285, 4.8686, -0.9474], [1.0781, 5.4938, -3.2888], [3.7892, 4.0856, -3.0335], [3.6118, 5.5247, -4.0164], [2.6926, 4.0859, -4.4523], [3.1151, 6.3135, -1.5435], [1.3602, 2.3335, -4.4797], [-0.1976, 2.6252, -6.3211], [-2.4701, 3.5531, -5.9021], [-3.1072, 4.2126, -3.6170], [-1.5567, 3.9012, -1.7491], [-0.6347, -0.7235, -3.4054], [-1.8841, -0.7126, -2.1376], [-1.4248, 0.7878, -2.9555], [-0.0785, -5.0677, 1.3868], [-0.2451, -4.5461, 2.4524], [0.5204, -4.8182, 3.5278], [0.0085, -4.1293, 4.6933], [-0.7950, -2.9625, 4.1374], [-1.3200, -3.5419, 2.8262], [-0.5955, -4.8293, 5.2645], [0.8513, -3.8164, 5.3042], [-1.5687, -2.6211, 4.8196], [-0.1304, -2.1234, 3.9259], [-2.2624, -4.0747, 2.9650], [-1.4272, -2.7899, 2.0495], [-1.9168, -4.2998, 7.2117], [-3.0254, -4.5802, 6.8655], [-3.5111, -4.2371, 5.6490], [-4.8952, -4.6147, 5.5339], [-5.0916, -5.7234, 6.5622], [-4.0937, -5.3213, 7.6475], [-5.5065, -3.7358, 5.7476], [-5.0782, -4.9309, 4.5102], [-6.1202, -5.8057, 6.9055], [-4.8005, -6.6818, 6.1310], [-4.5241, -4.6273, 8.3712], [-3.6561, -6.1632, 8.1757]],
  "gap_ev": 10.00
}


no.,E_LUMO (eV),E (hartree)
1,0.5706,-1441.7581
2,-1.1535,-12375.4542
3,0.4343,-5002.0518